# C4H6Cl2OS

An isolated molecule of C4H6Cl2OS (ωB97M-V/def2-TZVPD, the Open Molecules 2025 dataset).

For the relative energy (zero: lowest compared OMol25 entry of this formula, charge and spin), the calculation gives 0.437 eV. As for the LUMO energy: -0.75 eV. As for the orbital gap: 8.3 eV. Its energy is -42171.83962 eV. The SMILES is CC(Cl)(Cl)C(=S)CO.

Geometry as ORCA input:
```
! wB97M-V def2-TZVPD RIJCOSX def2/J DEFGRID3
* xyz 0 1
C 0.87099 -1.61702 0.35015
C -0.00999 -0.80163 -0.65980
Cl -0.98085 -1.94668 -1.65705
Cl 1.05747 0.07597 -1.75711
C -0.92999 0.21905 0.11688
S -2.50083 0.08295 0.22091
C -0.27785 1.51953 0.64241
O -0.24816 2.56354 -0.26610
H 0.19778 -2.21229 0.92880
H 1.47633 -0.92034 0.94938
H 1.44917 -2.32667 -0.26975
H -0.91547 1.84217 1.45707
H 0.72644 1.33906 1.06182
H 0.08496 2.18235 -1.11761
*
```

Results of the natural (NBO) charge analysis, in e, for atoms 1 through 2: -0.630, -0.091

# C4H6Cl2OSi

An isolated molecule of C4H6Cl2OSi (ωB97M-V/def2-TZVPD, the Open Molecules 2025 dataset).

For the relative energy (zero: lowest compared OMol25 entry of this formula, charge and spin), the calculation gives 0.649 eV. As for the LUMO energy (spin up / spin down): -0.53 / -0.02 eV. As for the orbital gap (spin up / spin down): 7.2 / 7.5 eV. Its energy is -39214.65564 eV.

Geometry as ORCA input:
```
! wB97M-V def2-TZVPD RIJCOSX def2/J DEFGRID3
* xyz 0 1
C 0.56288 -2.39255 -0.22977
C -0.42783 -1.33027 0.07073
C -0.03112 0.04700 0.48579
C 1.12983 0.81315 -0.22304
O 0.59414 -3.56498 -0.30662
Si 2.73828 -0.20963 -0.07103
Cl 4.08851 0.22246 -1.54632
Cl 3.63480 -0.05935 1.77000
H -1.10321 -1.32916 -0.72462
H -1.17705 -1.68644 0.75341
H -1.00652 0.78217 0.51797
H 0.27329 -0.18418 1.55243
H 0.73774 0.86049 -1.34556
H 1.13168 1.93426 0.01980
*
```

Results of the natural (NBO) charge analysis, in e, for atoms 1 through 2: 0.597, -0.593

# C4H6Cl2Si

A cluster of 2 separate species, C4H6Cl2Si in total (ωB97M-V/def2-TZVPD, the Open Molecules 2025 dataset).

For the relative energy (zero: lowest compared OMol25 entry of this formula, charge and spin), the calculation gives 5.637 eV. As for the LUMO energy: -0.17 eV. As for the orbital gap: 8.7 eV. Its energy is -37165.11962 eV.

Geometry as ORCA input:
```
! wB97M-V def2-TZVPD RIJCOSX def2/J DEFGRID3
* xyz 0 1
C 3.34711 -0.81776 -0.63950
C 4.17988 -0.08949 -0.14941
C -0.01725 -0.09497 -1.77149
C 0.56902 0.23593 1.23379
Si 0.70204 -0.97631 -0.27662
Cl 5.26644 0.95665 0.47436
Cl 0.20004 -2.86562 0.26786
H 0.00325 0.91798 -1.63178
H 0.57841 -0.31887 -2.70652
H -0.96897 -0.50359 -1.94479
H 1.19938 1.06630 1.04302
H -0.38136 0.60723 1.25128
H 0.80594 -0.14383 2.18587
*
```

Results of the natural (NBO) charge analysis, in e, for atoms 1 through 2: -0.352, -0.314

# C4H6Cl3FNO5Pd

A structure of composition C4H6Cl3FNO5Pd (ωB97M-V/def2-TZVPD, the Open Molecules 2025 dataset).

For the relative energy (zero: lowest compared OMol25 entry of this formula, charge and spin), the calculation gives 0.579 eV. The expectation value of S² is 3.758. As for the LUMO energy (spin up / spin down): 3.99 / 3.98 eV. As for the orbital gap (spin up / spin down): 1.9 / 5.2 eV. Its energy is -59734.06069 eV.

Geometry as ORCA input:
```
! wB97M-V def2-TZVPD RIJCOSX def2/J DEFGRID3
* xyz -2 4
Pd 6.68983 -1.51741 25.62558
Cl 8.22059 -2.69984 27.37935
Cl 7.83396 0.05164 24.14084
Cl 4.16622 -1.96450 25.75008
C 5.83349 2.44540 26.90709
N 5.57035 1.09301 27.52378
O 6.27934 0.17459 27.19425
O 4.53661 0.83417 28.16154
H 4.95110 2.71563 26.32704
H 6.57129 2.23565 26.13266
H 6.09285 3.20249 27.64711
C 5.07032 -5.91085 22.18903
C 6.53413 -6.01972 21.71478
O 7.09642 -4.86388 22.34449
C 6.31469 -4.53592 23.44126
O 6.68367 -3.65836 24.31026
O 5.16301 -5.22678 23.44448
F 6.66927 -5.95672 20.38194
H 4.79733 -6.93229 22.45405
H 4.28074 -5.56602 21.52140
H 6.99791 -6.96038 22.01173
*
```

Results of the natural (NBO) charge analysis, in e, for atoms 1 through 2: 1.267, -0.788

# C4H6Cl4

A structure of composition C4H6Cl4 (ωB97M-V/def2-TZVPD, the Open Molecules 2025 dataset).

For the relative energy (zero: lowest compared OMol25 entry of this formula, charge and spin), the calculation gives 0.008 eV. As for the LUMO energy: 0.67 eV. As for the orbital gap: 10.4 eV. Its energy is -54333.33372 eV.

Geometry as ORCA input:
```
! wB97M-V def2-TZVPD RIJCOSX def2/J DEFGRID3
* xyz 0 1
C 2.10389 -0.00107 -0.35504
C 0.71246 0.14247 0.33977
C -0.38851 -0.31041 -0.54232
C -2.10107 0.33510 0.31613
Cl 0.66754 -0.94636 1.79368
Cl -0.47043 -2.09032 -0.61583
Cl -2.29792 2.05712 0.18168
Cl -3.41049 -0.59485 -0.39771
H 2.21696 -1.11158 -0.50163
H 2.90721 0.48546 0.23479
H 2.09340 0.47470 -1.26908
H 0.38658 1.18775 0.72835
H -0.41013 0.30232 -1.34022
H -2.00951 0.06966 1.42744
*
```

Results of the natural (NBO) charge analysis, in e, for atoms 1 through 2: -0.620, -0.237

# C4H6ClN

An isolated molecule of C4H6ClN (ωB97M-V/def2-TZVPD, the Open Molecules 2025 dataset).

For the relative energy (zero: lowest compared OMol25 entry of this formula, charge and spin), the calculation gives 2.497 eV. As for the LUMO energy: 0.34 eV. As for the orbital gap: 10.3 eV. Its energy is -18254.94385 eV. The SMILES is CC1=N[C@]1(C)Cl.

Geometry as ORCA input:
```
! wB97M-V def2-TZVPD RIJCOSX def2/J DEFGRID3
* xyz 0 1
C -1.31283 1.55715 -0.44649
C -0.24625 0.70207 0.08679
N 0.32253 0.61984 1.25966
C 0.73354 -0.31481 0.18428
C 0.74013 -1.80485 0.15669
Cl 2.61603 0.52107 -0.59453
H -1.49781 1.76190 -1.43802
H -1.26614 2.53920 0.08066
H -2.08330 1.03278 0.05709
H -0.12356 -2.26142 0.88395
H 1.65404 -2.19116 0.57362
H 0.46362 -2.16176 -0.80369
*
```

Results of the natural (NBO) charge analysis, in e, for atoms 1 through 2: -0.673, 0.244

# C4H6ClN

An isolated molecule of C4H6ClN (ωB97M-V/def2-TZVPD, the Open Molecules 2025 dataset).

For the relative energy (zero: lowest compared OMol25 entry of this formula, charge and spin), the calculation gives 3.925 eV. As for the LUMO energy: 0.79 eV. As for the orbital gap: 9.4 eV. Its energy is -18253.51620 eV. The SMILES is CC1=C(C)N1Cl.

Geometry as ORCA input:
```
! wB97M-V def2-TZVPD RIJCOSX def2/J DEFGRID3
* xyz 0 1
C 1.74443 -0.86730 0.70398
C 0.59544 0.01247 0.46640
C -0.32865 0.58189 -0.21044
C -1.18179 0.75553 -1.35369
N -0.56875 0.70995 1.21897
Cl -2.16505 -0.19030 1.52904
H 2.43241 -0.74633 -0.19885
H 1.48258 -1.96806 0.98281
H 2.30963 -0.70318 1.61988
H -0.85996 1.50912 -2.05218
H -2.24664 1.05857 -0.94698
H -1.21366 -0.15235 -1.75894
*
```

Results of the natural (NBO) charge analysis, in e, for atoms 1 through 2: -0.683, 0.145

# C4H6ClN

A cluster of 2 separate species, C4H6ClN in total (ωB97M-V/def2-TZVPD, the Open Molecules 2025 dataset).

For the relative energy (zero: lowest compared OMol25 entry of this formula, charge and spin), the calculation gives 4.149 eV. As for the LUMO energy: 0.89 eV. As for the orbital gap: 10.0 eV. Its energy is -18253.29258 eV.

Geometry as ORCA input:
```
! wB97M-V def2-TZVPD RIJCOSX def2/J DEFGRID3
* xyz 0 1
C 0.52314 -1.92146 -0.89575
C 0.63546 -1.26121 0.22668
C -0.39962 1.19140 -0.98309
C 0.65158 -0.57564 1.35456
N -0.59620 2.22443 -0.19220
Cl -1.73630 0.17601 -0.62009
H 0.57266 -3.00561 -0.94666
H 0.75034 -1.40856 -1.82812
H -0.32104 3.07717 -0.44437
H 1.52160 -0.35671 1.84701
H -0.28113 -0.36547 1.86335
H -1.32049 2.22566 0.61868
*
```

Results of the natural (NBO) charge analysis, in e, for atoms 1 through 2: -0.512, 0.136

# C4H6ClN

A cluster of 2 separate species, C4H6ClN in total (ωB97M-V/def2-TZVPD, the Open Molecules 2025 dataset).

For the relative energy (zero: lowest compared OMol25 entry of this formula, charge and spin), the calculation gives 2.932 eV. As for the LUMO energy: 0.77 eV. As for the orbital gap: 10.0 eV. Its energy is -18254.50931 eV. The SMILES is C=C=CN=C.Cl.

Geometry as ORCA input:
```
! wB97M-V def2-TZVPD RIJCOSX def2/J DEFGRID3
* xyz 0 1
C 0.60199 -0.88226 -0.30345
C 0.22201 0.37428 -0.18691
C -0.42469 1.51582 -0.10610
N -1.78902 1.52452 -0.33632
C -2.52271 0.54866 -0.06930
H 0.48670 -1.67386 0.44558
H 0.63666 -1.24309 -1.32659
H -0.02956 2.49291 0.05162
H -3.51113 0.74171 -0.24479
H -2.15117 -0.50960 0.24594
Cl 3.56757 0.22965 0.07408
H 3.15147 1.25446 0.78636
*
```

Results of the natural (NBO) charge analysis, in e, for atoms 1 through 2: -0.480, 0.093